[1]
The following is a quantum chemistry calculation of 2 unconnected molecules or ions with the total composition C3H10N2S2 at a distorted geometry, from the OMol25 dataset.

* frontier orbital gap (spin up / spin down): 7.15 / 7.76 eV
* ΔE to the lowest compared entry with this formula, charge and spin: 4.464 eV

```
17
Properties=species:S:1:pos:R:3:nbo_charge:R:1
S 1.6013 1.3446 -0.3531 -0.063
S 0.8509 -0.6147 1.9643 -0.020
N -0.5273 -1.8735 -1.1237 -0.406
N 0.7817 -1.8828 -1.4245 -0.620
C 0.3640 0.6048 0.7589 -0.392
C -1.0755 -0.6113 -0.9515 -0.114
C -0.7880 1.4440 1.1428 -0.682
H -0.7603 -2.4653 -0.4180 0.360
H -2.0874 -0.5840 -0.5640 0.193
H 1.6066 2.6708 0.0547 0.123
H -1.2555 1.8628 0.2778 0.212
H 1.1418 -0.9465 -1.3031 0.344
H -0.4919 2.2613 1.8099 0.192
H -0.8164 0.0628 -1.6581 0.172
H 0.8260 -2.0077 -2.3613 0.339
H 2.0854 -0.0920 2.4000 0.137
H -1.4554 0.8265 1.7490 0.223
```

[2]
The following is a quantum chemistry calculation of 2 unconnected molecules or ions with the total composition C3H10N2S2 at a distorted geometry, from the OMol25 dataset.

* frontier orbital gap: 5.10 eV
* ΔE to the lowest compared entry with this formula, charge and spin: 5.639 eV

```
17
Properties=species:S:1:pos:R:3:nbo_charge:R:1
S 1.6067 -0.8596 0.5421 -0.127
S 0.0621 0.1949 -1.7353 -0.016
N -0.7554 1.5415 0.6912 -0.260
N 0.0765 2.6230 0.7856 -0.634
C 0.2183 -2.5019 -1.1902 -0.652
C 0.1406 -1.0718 -0.5376 -0.730
C -1.0569 0.9225 1.7948 0.018
H 1.2179 -2.9044 -1.2917 0.186
H -1.2198 -0.1133 -2.1817 0.115
H -0.1780 -3.2285 -0.4926 0.206
H -1.5173 -0.0041 1.7904 0.237
H 0.5780 2.6716 1.7030 0.394
H -0.5345 1.3101 2.7258 0.189
H -0.2846 -2.5334 -2.2000 0.194
H -0.2548 3.3864 0.2332 0.395
H 2.6058 -0.6627 -0.3769 0.061
H -0.7045 1.2294 -0.2601 0.425
```

[3]
The following is a quantum chemistry calculation of 2 unconnected molecules or ions with the total composition C3H10N3 at a distorted geometry, from the OMol25 dataset.

* charge: +1
* frontier orbital gap (spin up / spin down): 7.29 / 7.29 eV
* ΔE to the lowest compared entry with this formula, charge and spin: 4.329 eV

```
16
Properties=species:S:1:pos:R:3:nbo_charge:R:1
N -0.8482 -0.9881 -0.3111 -0.418
N 2.3605 0.1944 -0.3365 -0.736
N -1.2453 1.3709 -0.1948 -0.835
C 1.4483 0.2065 0.6033 -0.100
C -1.7534 -1.3789 0.5027 -0.038
C -0.3610 0.3396 -0.5241 0.057
H -0.1514 -1.7408 -0.6425 0.441
H -1.8045 1.4256 0.5826 0.399
H 1.3975 1.1527 1.1112 0.205
H 2.2972 1.0186 -0.8704 0.382
H 0.1376 0.4643 -1.4644 0.205
H -1.8328 -2.4233 0.7481 0.229
H 2.4140 -0.6356 -0.8402 0.374
H 1.4422 -0.5639 1.3216 0.198
H -2.5235 -0.6376 0.9911 0.229
H -0.9772 2.1956 -0.6766 0.408
```

[4]
The following is a quantum chemistry calculation of 2 unconnected molecules or ions with the total composition C3H10N3 at a distorted geometry, from the OMol25 dataset.

* charge: +1
* frontier orbital gap: 9.97 eV
* ΔE to the lowest compared entry with this formula, charge and spin: 4.073 eV

```
16
Properties=species:S:1:pos:R:3:nbo_charge:R:1
N -2.4429 0.6063 0.0233 -0.912
N -0.2840 -2.0095 0.2455 -0.647
N -0.2615 -0.6299 0.1569 -0.313
C 0.8932 -0.0381 -0.0330 0.294
C 2.3360 0.0876 -0.1147 -0.453
C 1.3733 1.3169 -0.0704 -0.459
H -0.7459 -2.4908 -0.4926 0.373
H 2.8616 0.0524 0.8319 0.260
H -2.2132 1.5184 -0.1650 0.422
H 0.5830 -2.4355 0.4186 0.366
H -2.9047 0.1108 -0.7515 0.433
H 1.2141 1.8746 -1.0443 0.247
H -3.0261 0.6133 0.8973 0.436
H 1.3968 1.8733 0.8420 0.250
H -1.5934 -0.0990 0.2309 0.440
H 2.8136 -0.3510 -0.9749 0.263
```

[5]
The following is a quantum chemistry calculation of 2 unconnected molecules or ions with the total composition C3H10N3 at a distorted geometry, from the OMol25 dataset.

* charge: +1
* frontier orbital gap (spin up / spin down): 7.84 / 7.84 eV
* ΔE to the lowest compared entry with this formula, charge and spin: 5.287 eV

```
16
Properties=species:S:1:pos:R:3:nbo_charge:R:1
N 1.2137 -2.0966 0.0090 -0.548
N -0.7906 1.2618 -0.5295 -0.706
N 0.1630 -0.1026 0.5331 -0.090
C 1.1264 0.6715 1.2851 -0.476
C 0.3267 -1.2368 -0.2088 0.376
C -0.7657 -1.4315 -1.2888 -0.674
H -0.8678 -2.4377 -1.7860 0.286
H 1.9606 -2.0411 0.6880 0.381
H -0.2017 1.5498 -1.2630 0.410
H 1.3378 1.6220 0.7580 0.244
H -0.9948 2.0079 0.1297 0.418
H -1.6831 1.1621 -0.9314 0.418
H -1.7081 -1.0360 -0.8951 0.221
H 0.6179 0.9426 2.2571 0.248
H 2.0936 0.1972 1.3656 0.265
H -0.5145 -0.8358 -2.2221 0.229
```

[6]
The following is a quantum chemistry calculation of a molecular structure, C3H10N3 at a distorted geometry, from the OMol25 dataset.

* charge: +1
* frontier orbital gap: 10.97 eV
* ΔE to the lowest compared entry with this formula, charge and spin: 4.927 eV

```
16
Properties=species:S:1:pos:R:3:nbo_charge:R:1
N -2.0842 0.0797 -0.1076 -0.563
N -1.1039 1.0618 -0.0629 -0.507
N -0.0655 -1.3491 -0.0799 -0.830
C 0.4666 -0.0865 -0.0594 0.297
C 1.5684 0.5195 -0.8578 -0.401
C 1.6388 0.4257 0.6748 -0.444
H 2.1090 -0.2083 -1.3219 0.224
H -1.0659 1.5680 0.8779 0.373
H 2.3410 -0.2494 1.2083 0.250
H -1.6725 -0.9693 -0.1948 0.425
H 0.2643 -2.0167 -0.8836 0.437
H -0.0746 -1.7774 0.7938 0.402
H 1.5113 1.4683 -1.2253 0.253
H 1.5033 1.3506 1.2218 0.241
H -2.5235 -0.0770 0.8306 0.410
H -2.8126 0.2600 -0.8139 0.432
```

[7]
The following is a quantum chemistry calculation of 2 unconnected molecules or ions with the total composition C3H10N3, from the OMol25 dataset.

* charge: +1
* frontier orbital gap: 8.92 eV
* ΔE to the lowest compared entry with this formula, charge and spin: 1.505 eV

```
16
Properties=species:S:1:pos:R:3:nbo_charge:R:1
N -2.4492 0.6198 0.2059 -0.775
N 1.5408 0.5450 -1.6271 -0.711
N 1.5895 -0.1332 0.5874 -0.720
C -1.2500 -1.4630 0.5419 -0.611
C 2.0994 0.4809 -0.4410 0.396
C -1.5944 -0.2089 0.9089 0.040
H -2.2271 1.6041 0.2513 0.383
H 0.6076 -0.4903 0.6648 0.446
H -2.7123 0.3674 -0.7347 0.384
H 1.9334 1.1133 -2.3626 0.439
H 0.6006 0.1957 -1.7617 0.424
H 2.1858 -0.1615 1.3996 0.429
H -1.1862 0.3350 1.7570 0.195
H -1.5622 -1.8056 -0.4371 0.212
H 3.0956 0.8996 -0.3565 0.229
H -0.9679 -2.1701 1.3109 0.240
```

[8]
The following is a quantum chemistry calculation of 2 unconnected molecules or ions with the total composition C3H10N3O at a distorted geometry, from the OMol25 dataset.

* charge: -1
* frontier orbital gap: 7.16 eV
* ΔE to the lowest compared entry with this formula, charge and spin: 1.860 eV

```
17
Properties=species:S:1:pos:R:3:nbo_charge:R:1
O 1.1642 -0.7733 1.8241 -0.902
N -1.0683 0.3185 1.3496 -0.922
N 1.9879 -2.1791 0.1359 -0.910
N -1.7487 1.5188 -2.1451 -0.850
C -1.0752 1.4460 -0.8648 -0.219
C 1.7468 -0.7822 0.5779 0.100
C -1.5237 0.5649 0.0808 0.037
H -2.0097 2.4641 -2.3702 0.332
H -1.0350 1.2682 -2.8390 0.335
H -1.7882 -0.0171 2.0357 0.337
H 2.9403 -2.5277 0.3671 0.326
H -2.4687 0.1530 -0.2170 0.145
H 1.3117 -2.6541 0.7698 0.361
H 2.6911 -0.2664 0.6342 0.102
H -0.1712 2.0335 -0.7263 0.152
H 1.1044 -0.3463 -0.2525 0.115
H -0.0575 -0.2210 1.6397 0.460
```